# 1
{
  "formula": "C2H4BrP",
  "method": "ωB97M-V/def2-TZVPD",
  "species": ["C", "C", "P", "Br", "H", "H", "H", "H"],
  "xyz": [[-1.146160, 0.195764, -0.115659], [0.231431, -0.258886, 0.239585], [1.484811, 0.783418, -0.097385], [3.334522, -0.374888, -0.053512], [-1.762364, -0.259986, 0.567257], [-1.337293, -0.068242, -1.254117], [-1.106211, 1.279174, 0.158475], [0.301265, -1.296352, 0.555356]],
  "forces_ev_per_angstrom": [[1.880, 1.609, -2.089], [1.092, -0.507, -0.682], [-0.874, 0.135, 0.034], [0.504, -0.460, 0.282], [-2.137, -1.111, 1.068], [-0.081, 0.784, 2.512], [-0.814, -0.495, -1.033], [0.429, 0.046, -0.092]],
  "lowdin_charge": [-0.221, -0.615, 0.438, 0.139, 0.024, 0.124, 0.064, 0.046],
  "de_lowest_kcal_mol": 8.77,
  "multiplicity": 1,
  "smiles": "C/C=P/Br",
  "homo_ev": -9.1,
  "total_charge": 0
}


# 2
{
  "formula": "C2H4Cl2N2O",
  "method": "ωB97M-V/def2-TZVPD",
  "species": ["C", "C", "H", "H", "H", "H", "N", "N", "O", "Cl", "Cl"],
  "xyz": [[-0.520792, 0.226525, 0.429746], [1.081458, 0.473248, 0.515891], [-0.141827, -2.350887, -1.586273], [-1.972066, -0.088947, -1.392326], [-1.056660, 0.802739, 2.092675], [1.206448, 1.123843, 1.431077], [-0.639656, -0.275949, -0.873387], [-1.409240, 0.362767, 1.330656], [0.084605, -1.076735, -1.645229], [1.274943, 1.658345, -0.795352], [2.092784, -0.854953, 0.492524]],
  "forces_ev_per_angstrom": [[3.126, -2.764, -0.560], [-3.258, 3.611, 1.936], [0.525, 4.997, 0.477], [4.817, -0.829, 2.181], [1.319, 1.740, 2.969], [0.293, -1.127, -0.755], [-8.640, 0.981, -1.693], [-0.685, -1.404, -4.462], [0.266, -4.193, 0.123], [1.109, 0.416, -0.333], [1.129, -1.427, 0.118]],
  "lowdin_charge": [-0.517, -1.119, 0.272, 0.290, 0.001, 0.069, -0.242, 0.163, -0.224, 0.612, 0.695],
  "de_lowest_kcal_mol": 146.42,
  "multiplicity": 1,
  "homo_ev": -9.2,
  "total_charge": 0
}


# 3
{
  "formula": "C2H4Cl2O3S",
  "method": "ωB97M-V/def2-TZVPD",
  "species": ["O", "S", "O", "Cl", "O", "C", "C", "Cl", "H", "H", "H", "H"],
  "xyz": [[2.450739, 0.472691, -0.326742], [1.513484, 1.184140, 0.573407], [1.801843, 0.871744, 1.979385], [1.555563, 3.205880, 0.248971], [-0.041747, 0.811703, 0.124848], [-0.144836, -0.538011, -0.341670], [-1.614859, -0.936840, -0.463130], [-2.269995, -1.308112, 1.171091], [0.307661, -1.204895, 0.377731], [0.329939, -0.633837, -1.333779], [-1.695432, -1.808978, -1.097160], [-2.192361, -0.115486, -0.912953]],
  "forces_ev_per_angstrom": [[-2.378, 2.186, 0.970], [2.366, -3.489, 0.564], [-1.625, 1.469, -2.392], [-0.342, -1.124, 0.140], [1.827, 1.399, 0.777], [-0.499, -0.910, -0.817], [0.325, 1.052, 0.355], [-0.068, 0.085, -0.483], [0.390, -0.210, 0.042], [-0.045, 0.127, 0.482], [-0.024, -0.252, 0.070], [0.074, -0.332, 0.289]],
  "lowdin_charge": [-0.334, 0.404, -0.312, 0.427, -0.303, -0.319, -0.529, 0.561, 0.108, 0.132, 0.076, 0.088],
  "multiplicity": 1,
  "smiles": "O=S(=O)(Cl)OCCCl",
  "homo_ev": -11.3,
  "total_charge": 0
}


# 4
{
  "formula": "C2H4Cl4",
  "method": "ωB97M-V/def2-TZVPD",
  "species": ["Cl", "C", "Cl", "H", "H", "Cl", "C", "Cl", "H", "H"],
  "xyz": [[1.448681, -10.435762, 18.052815], [0.076730, -9.674639, 18.957956], [-0.525507, -8.398964, 17.835547], [-0.701994, -10.418789, 19.125073], [0.408762, -9.168777, 19.864581], [3.234161, -1.828839, 17.281779], [3.142012, -3.034010, 18.610501], [3.654683, -2.294118, 20.133426], [2.087866, -3.294837, 18.704552], [3.643556, -3.921919, 18.225596]],
  "forces_ev_per_angstrom": [[-0.419, -0.033, 0.943], [0.396, 0.400, -1.293], [-0.317, -0.218, 0.622], [0.218, 0.204, -0.055], [0.124, -0.347, -0.215], [0.016, -0.228, 0.177], [-0.994, 0.398, -0.788], [0.227, -0.613, -0.288], [0.147, 0.173, 0.134], [0.601, 0.265, 0.762]],
  "lowdin_charge": [0.446, -0.944, 0.445, 0.027, 0.026, 0.461, -1.013, 0.501, 0.019, 0.032],
  "de_lowest_kcal_mol": 8.02,
  "multiplicity": 1,
  "smiles": "ClCCl.ClCCl",
  "homo_ev": -11.0,
  "total_charge": 0
}


# 5
{
  "formula": "C2H4ClFO2",
  "method": "ωB97M-V/def2-TZVPD",
  "species": ["C", "C", "O", "O", "F", "Cl", "H", "H", "H", "H"],
  "xyz": [[-0.478321, 0.779554, -0.845033], [0.744972, -0.146931, 0.657102], [-1.633837, 0.045453, -0.746252], [0.320137, -1.380417, 0.894270], [1.939272, -0.424661, -0.122903], [0.862265, 0.886772, 2.036756], [-0.584466, 1.678319, -0.469006], [0.059456, 0.721043, -1.803240], [-1.729758, -0.217278, 0.233433], [0.500279, -1.941853, 0.164872]],
  "forces_ev_per_angstrom": [[2.324, -5.495, 1.156], [-0.133, 0.699, -5.622], [-0.277, -1.108, 1.602], [-1.740, 0.441, 2.808], [-0.346, 1.472, 1.326], [0.400, -0.389, -0.028], [-0.168, 4.697, 1.835], [-0.388, -0.299, 0.454], [-0.023, 0.612, -2.246], [0.352, -0.630, -1.285]],
  "lowdin_charge": [-0.081, -0.839, -0.090, 0.007, -0.083, 0.723, 0.017, 0.107, 0.132, 0.107],
  "de_lowest_kcal_mol": 62.78,
  "multiplicity": 1,
  "homo_ev": -9.1,
  "total_charge": 0
}


# 6
{
  "formula": "C2H4ClN",
  "method": "ωB97M-V/def2-TZVPD",
  "species": ["C", "C", "N", "Cl", "H", "H", "H", "H"],
  "xyz": [[-0.279312, 0.739873, -0.327101], [0.139436, 0.019836, 0.825411], [-0.164429, -0.124469, -2.353550], [-1.245278, 2.083880, -0.499273], [-0.289138, -1.084923, 0.520359], [-0.347990, 0.202061, 1.783886], [1.292563, -0.081336, 0.775974], [-1.027086, 0.391307, -2.580312]],
  "forces_ev_per_angstrom": [[0.167, -0.789, -5.366], [0.023, -3.486, -0.279], [-0.044, 1.043, 3.486], [-0.181, 0.019, 0.922], [1.308, 2.331, 0.686], [0.509, 0.544, 0.112], [-1.882, 0.126, 0.436], [0.099, 0.212, 0.004]],
  "lowdin_charge": [-0.667, -0.194, -0.025, 0.686, 0.153, 0.066, 0.124, -0.143],
  "de_lowest_kcal_mol": 163.79,
  "multiplicity": 1,
  "homo_ev": [-7.8, -8.7],
  "total_charge": 0
}


# 7
{
  "formula": "C2H4ClN",
  "method": "ωB97M-V/def2-TZVPD",
  "species": ["C", "C", "N", "Cl", "H", "H", "H", "H"],
  "xyz": [[-1.009094, -0.952454, 0.037531], [1.074206, 0.480587, -0.125098], [-0.195849, 0.135981, 0.086640], [1.510872, 2.157649, 0.169654], [-0.695372, -1.984512, -0.307185], [-1.968812, -0.833094, -0.071663], [1.902508, -0.058255, -0.234352], [-0.618459, 1.054096, 0.444472]],
  "forces_ev_per_angstrom": [[5.919, -1.518, -0.240], [-2.932, 2.122, 0.736], [-0.499, 1.290, 0.458], [-0.360, -0.304, 0.074], [0.447, 1.737, 0.498], [-5.039, 1.366, 0.008], [2.601, -2.769, -0.636], [-0.136, -1.925, -0.898]],
  "lowdin_charge": [-0.036, -0.564, -0.153, 0.552, 0.076, -0.032, 0.008, 0.150],
  "de_lowest_kcal_mol": 68.80,
  "multiplicity": 1,
  "homo_ev": [-7.1, -7.1],
  "total_charge": 0
}


# 8
{
  "formula": "C2H4ClN",
  "method": "ωB97M-V/def2-TZVPD",
  "species": ["C", "C", "N", "H", "H", "H", "Cl", "H"],
  "xyz": [[-0.925580, 0.181239, -0.435055], [0.064702, 0.949214, -0.209005], [0.876355, 1.753221, 0.192774], [-0.912324, -0.919646, -0.390035], [-1.743512, 0.675001, -0.937081], [1.733310, 2.099388, -0.319041], [0.644442, -2.931932, 1.411146], [0.262608, -1.806486, 0.686297]],
  "forces_ev_per_angstrom": [[-1.814, -1.941, -1.072], [2.231, 1.466, 0.686], [1.560, 0.727, -0.176], [-0.072, 0.868, 0.023], [-0.360, -0.238, 0.003], [-1.644, -0.825, 0.409], [-0.708, 2.123, -1.392], [0.806, -2.179, 1.519]],
  "lowdin_charge": [-0.028, -0.319, 0.142, 0.035, 0.063, 0.106, 0.213, -0.214],
  "de_lowest_kcal_mol": 34.05,
  "multiplicity": 1,
  "smiles": "C=C=N.Cl",
  "homo_ev": -9.4,
  "total_charge": 0
}


What is the multiplicity in the fourth record? 1


Number 1 is which compound? C2H4BrP